Entry 1:
DFT (ωB97M-V with the def2-TZVPD basis set) results for a molecular structure, C44H33IrN5O3PS3.

```
90
Properties=species:S:1:pos:R:3:forces:R:3
Ir 0.3711 0.0416 0.1722 -0.497 0.122 -0.122
O 1.3673 3.5442 0.9356 -0.020 0.020 -0.003
S 0.1440 3.3237 0.2088 -0.038 -0.037 -0.039
O -0.2722 4.3621 -0.6900 -0.057 -0.013 0.012
O 0.1118 2.0027 -0.5182 0.125 0.066 0.010
C -1.1508 3.1693 1.4297 0.014 0.009 0.008
C -1.1568 4.1788 2.3849 -0.004 -0.011 0.008
C -2.1651 4.2468 3.3298 0.005 0.019 -0.011
C -3.1810 3.3052 3.3084 0.013 -0.023 0.030
C -3.1594 2.2823 2.3755 0.001 0.018 -0.003
C -2.1425 2.1818 1.4237 -0.035 -0.005 0.016
P -2.0683 0.6973 0.3402 0.174 -0.029 -0.067
C -2.7980 1.2333 -1.2393 -0.065 -0.047 0.029
C -3.2289 0.2404 -2.1222 -0.032 0.035 0.013
C -3.8112 0.5889 -3.3276 -0.006 0.003 0.000
C -3.9654 1.9284 -3.6648 -0.006 0.008 0.003
C -3.5392 2.9146 -2.7909 0.003 0.007 -0.001
C -2.9595 2.5700 -1.5758 0.036 0.008 -0.015
C -3.4029 -0.3810 0.9635 0.087 -0.079 0.029
C -3.0607 -1.5500 1.6294 0.016 0.002 0.021
C -4.0340 -2.4218 2.1004 -0.018 0.006 -0.030
C -5.3713 -2.1203 1.9026 0.012 -0.013 0.015
C -5.7289 -0.9557 1.2317 -0.013 0.021 -0.027
C -4.7543 -0.0950 0.7563 -0.003 -0.013 0.008
H -0.3579 4.9090 2.3731 -0.001 0.005 -0.004
H -2.1602 5.0340 4.0723 0.001 0.003 -0.005
H -3.9832 3.3485 4.0338 0.000 0.002 0.000
H -3.9398 1.5356 2.4091 0.018 0.012 0.018
H -3.1022 -0.8065 -1.8726 -0.037 0.012 -0.004
H -4.1361 -0.1864 -4.0094 -0.001 -0.002 0.002
H -4.4168 2.2000 -4.6107 0.003 0.002 0.000
H -3.6494 3.9597 -3.0487 0.000 -0.001 -0.002
H -2.6221 3.3553 -0.9148 0.022 0.018 0.027
H -2.0149 -1.7909 1.7653 0.086 0.016 0.023
H -3.7407 -3.3413 2.5900 -0.023 0.009 0.010
H -6.1383 -2.7971 2.2567 0.002 0.003 0.007
H -6.7737 -0.7237 1.0692 0.001 -0.003 -0.006
H -5.0406 0.8004 0.2188 0.003 0.006 -0.025
S 2.8514 1.9709 3.4128 0.008 -0.026 0.004
C 1.3423 1.6264 4.2023 -0.008 0.005 -0.004
C 0.9782 1.8919 5.5164 0.003 -0.005 -0.006
C -0.2564 1.4519 5.9551 -0.006 0.010 0.006
C -1.1050 0.7508 5.0958 -0.015 0.004 0.005
C -0.7451 0.4988 3.7867 -0.015 0.031 -0.006
C 0.4834 0.9560 3.3238 0.072 0.001 -0.019
N 1.0251 0.7632 2.0584 0.052 0.069 0.179
C 2.2616 1.2179 1.9847 -0.062 -0.061 -0.066
C 3.0511 0.8714 0.8370 0.086 0.080 0.076
C 4.5049 1.0920 0.7903 0.007 -0.112 -0.060
C 5.2783 0.2816 0.0737 -0.051 0.029 0.062
C 4.6883 -0.8925 -0.6423 0.066 0.023 0.061
C 3.1508 -0.8410 -0.9125 0.038 -0.035 -0.111
C 2.3836 0.1113 -0.0599 0.100 0.003 -0.056
H 1.6493 2.4196 6.1810 0.004 -0.001 -0.003
H -0.5624 1.6449 6.9746 0.000 -0.001 -0.001
H -2.0643 0.4036 5.4574 0.002 -0.003 -0.004
H -1.4035 -0.0406 3.1249 -0.078 -0.056 -0.059
H 4.9224 1.9392 1.3230 -0.006 0.005 -0.003
H 6.3476 0.4463 0.0122 -0.009 0.024 -0.019
H 5.2466 -1.0813 -1.5590 -0.016 -0.053 -0.001
H 2.8456 -0.8202 -1.9583 -0.023 0.031 0.011
S -0.2122 -0.7921 -1.9369 0.039 -0.016 0.081
C -0.7571 -2.3057 -1.2090 0.084 -0.056 0.055
N -1.7626 -2.9493 -1.6449 0.056 -0.102 -0.068
N -2.0697 -4.2495 -1.3637 -0.003 0.125 0.064
C -2.0531 -5.0050 -0.1743 0.008 -0.022 -0.001
C -2.6026 -6.2876 -0.2852 -0.006 0.012 -0.012
C -2.6766 -7.1285 0.8074 -0.007 -0.012 -0.004
C -2.2009 -6.7177 2.0464 0.007 0.018 0.018
C -1.6545 -5.4505 2.1598 -0.006 -0.024 -0.010
C -1.5773 -4.5978 1.0660 -0.059 -0.044 0.028
N 0.2168 -2.8075 -0.2967 -0.013 0.066 -0.101
N 0.7235 -1.9085 0.4059 -0.030 0.025 0.042
C 2.0341 -2.2278 0.9172 -0.008 -0.080 -0.011
C 2.3732 -2.2262 2.1954 0.060 -0.037 0.000
C 3.8005 -2.2747 2.5569 -0.036 -0.006 -0.012
C 4.7653 -2.2370 1.6389 -0.035 0.030 0.042
C 4.4975 -2.2334 0.1654 0.015 0.037 -0.083
C 3.0045 -2.2492 -0.2318 -0.038 -0.056 0.056
H -2.8350 -4.5152 -1.9597 0.003 -0.018 -0.013
H -2.9667 -6.6220 -1.2502 -0.006 -0.005 0.003
H -3.1046 -8.1155 0.6880 -0.001 0.002 -0.001
H -2.2517 -7.3761 2.9028 0.003 0.000 0.000
H -1.2743 -5.1082 3.1149 -0.001 0.000 -0.005
H -1.1461 -3.6247 1.1987 0.007 0.029 0.019
H 1.6244 -2.1214 2.9716 0.001 0.000 -0.005
H 4.0529 -2.3041 3.6090 -0.001 0.002 0.001
H 5.8019 -2.2351 1.9556 0.004 0.009 -0.003
H 5.0582 -3.0503 -0.2932 0.009 -0.006 0.036
H 2.7153 -3.0431 -0.9213 0.040 0.010 -0.030
```
Forces are in eV/Å.

Values from the calculation:
- Charge: 0
- M: 999.2 g mol⁻¹
- Energy above the lowest of the compared OMol25 structures with the same formula, charge and spin: 3.905 eV
- Frontier orbital gap: 6.599 eV
- HOMO level: -7.46 eV
- E_tot: -104388.9521 eV
- Spin multiplicity: 1

=====

Entry 2:
DFT (ωB97M-V with the def2-TZVPD basis set) results for a molecular structure, C30H28BrEuN6O3S3 at a distorted geometry.

```
72
Properties=species:S:1:pos:R:3:forces:R:3
Eu -0.1286 -0.1942 -0.9047 2.018 1.052 0.532
C -2.1957 3.8929 -4.3663 0.053 -0.049 0.243
C -2.2806 3.7006 -2.8906 -0.412 0.286 -0.321
N -3.2060 4.1966 -2.1288 0.721 -0.617 0.662
N -2.8584 3.7022 -0.8771 -0.574 0.394 0.018
C -1.7729 2.9302 -0.8440 -0.354 0.215 -0.324
S -1.0756 2.1781 0.4865 -0.029 0.465 0.166
N -1.3970 2.9465 -2.1567 0.627 -0.507 -0.033
N -0.3129 2.2075 -2.6365 -0.153 0.233 0.186
H -2.9459 4.6198 -4.6636 -0.033 -0.013 0.017
H -2.3884 2.9548 -4.8894 0.014 0.003 0.010
H -1.2146 4.2637 -4.6644 0.010 -0.017 0.012
H -3.4184 3.9190 -0.0700 -0.052 0.067 -0.056
H -0.6410 1.5946 -3.3746 -0.001 -0.035 -0.065
H 0.3841 2.8588 -2.9757 0.090 -0.088 -0.169
O 1.6808 -0.3423 0.6071 0.443 0.257 0.175
S 1.8651 -0.8977 1.9914 0.049 -0.922 0.110
C 3.5871 -0.6997 2.3262 0.293 0.203 -0.019
C 4.2863 0.2963 1.6561 0.142 -0.080 0.081
C 5.6317 0.4637 1.9381 0.069 -0.008 0.033
C 6.2588 -0.3532 2.8760 -0.002 0.042 -0.038
C 5.5490 -1.3516 3.5277 -0.087 0.009 -0.059
C 4.1989 -1.5365 3.2456 0.138 0.012 0.077
C 1.2060 0.2501 3.1485 -0.049 0.168 0.174
C 1.3051 1.6194 2.9410 -0.128 0.019 0.163
C 0.7951 2.4696 3.9087 -0.032 0.015 -0.031
C 0.2107 1.9488 5.0609 0.039 0.016 -0.056
C 0.1233 0.5761 5.2518 0.007 0.064 -0.009
C 0.6206 -0.2899 4.2856 -0.132 0.166 0.059
H 3.7830 0.9107 0.9191 0.022 -0.049 0.043
H 6.1982 1.2330 1.4274 -0.018 -0.036 0.027
H 7.3113 -0.2120 3.0903 -0.055 -0.014 -0.006
H 6.0452 -1.9931 4.2457 -0.039 0.032 -0.042
H 3.6413 -2.3254 3.7394 -0.019 0.065 -0.043
H 1.7515 2.0135 2.0365 -0.009 -0.055 0.010
H 0.8483 3.5416 3.7585 -0.012 -0.067 0.045
H -0.1826 2.6243 5.8103 0.007 -0.039 -0.014
H -0.3403 0.1823 6.1472 0.019 -0.004 -0.026
H 0.5349 -1.3644 4.4161 0.053 0.079 -0.079
Br 5.5569 -1.0732 -5.2743 0.272 -0.031 -0.192
C 4.0574 -0.8353 -4.1857 0.298 -0.065 -0.225
C 3.1861 -1.8863 -3.9940 -0.433 -0.048 0.264
C 2.0836 -1.6505 -3.1852 0.057 -0.252 -0.238
N 1.8514 -0.4828 -2.5961 -0.210 0.042 0.097
C 2.7148 0.5072 -2.7858 0.382 0.162 -0.187
C 3.8393 0.3898 -3.5874 -0.288 0.142 0.313
H 3.3359 -2.8533 -4.4523 0.049 0.053 -0.014
H 1.3424 -2.4244 -3.0159 0.030 -0.025 -0.021
H 2.5038 1.4394 -2.2733 0.008 0.028 0.020
H 4.5158 1.2207 -3.7247 0.012 -0.031 -0.018
S -1.9249 -3.8146 1.8958 -0.171 -0.355 0.168
C -2.6384 -2.4191 2.5782 0.015 -0.119 -0.008
C -2.0979 -1.3224 2.0053 0.214 0.386 -0.245
N -1.1385 -1.5678 1.0419 -0.394 0.145 0.479
C -0.9612 -2.8472 0.8986 0.006 -0.181 0.013
H -3.4076 -2.4659 3.3326 0.060 -0.047 -0.049
H -2.3611 -0.2987 2.2291 0.008 0.005 -0.007
H -0.2758 -3.2797 0.1855 0.008 -0.037 -0.035
O -1.3371 -1.8449 -1.9579 -0.627 -0.525 -0.512
C -2.3071 -1.0438 -1.8090 -1.267 -0.387 -0.391
O -2.1604 0.2089 -1.8966 -1.010 0.062 -0.546
C -3.6587 -1.5793 -1.4203 0.496 -0.292 -0.217
C -3.9632 -2.8984 -1.7299 -0.165 -0.258 0.076
C -5.1922 -3.4335 -1.3640 0.060 0.105 0.015
C -6.1041 -2.6476 -0.6677 -0.014 0.029 0.010
C -5.7952 -1.3287 -0.3486 0.104 -0.055 -0.061
C -4.5721 -0.7950 -0.7353 -0.174 0.197 0.066
H -3.2317 -3.5004 -2.2553 -0.026 0.044 0.016
H -5.4379 -4.4584 -1.6179 0.015 0.073 0.020
H -7.0615 -3.0632 -0.3751 0.046 0.025 -0.015
H -6.5071 -0.7180 0.1947 0.040 -0.044 -0.036
H -4.3113 0.2318 -0.5086 -0.026 -0.005 0.005
```
Forces are in eV/Å.

Values from the calculation:
- Charge: +1
- M: 848.7 g mol⁻¹
- Energy above the lowest of the compared OMol25 structures with the same formula, charge and spin: 0.000 eV
- Frontier orbital gap (spin up / spin down): 6.581 / 8.900 eV
- HOMO level (spin up / spin down): -8.60 / -10.92 eV
- E_tot: -168522.1486 eV
- Spin multiplicity: 8

=====

Entry 3:
DFT (ωB97M-V with the def2-TZVPD basis set) results for a molecular structure, C35H44FN3O6PtS5Si at a distorted geometry.

```
96
Properties=species:S:1:pos:R:3:forces:R:3
Pt 0.2893 -1.0361 -0.0542 0.820 -2.830 0.222
O 4.2067 -3.1687 5.1748 -0.033 0.001 -0.016
C 3.5478 -2.8698 4.2129 0.076 0.043 -0.099
S 1.7875 -3.0248 4.1360 -0.126 -0.050 0.005
C 1.5802 -2.4361 2.4917 1.076 0.120 0.212
C 2.6954 -2.0449 1.8397 -0.304 -0.353 0.693
S 2.7545 -1.4580 0.2257 -0.691 0.879 -0.404
S 4.2133 -2.1957 2.7165 -0.075 0.002 0.036
S -0.0245 -2.4338 1.8576 -0.521 1.038 -1.784
C -4.1352 0.6138 -6.0911 0.203 -0.002 -0.009
C -2.8025 1.3438 -5.9454 -0.434 -0.189 -0.101
N -1.9858 0.8305 -4.8492 -0.126 0.070 0.359
C -2.2285 1.2873 -3.5982 0.411 -0.291 -0.196
C -1.4286 1.0479 -2.5181 -0.055 -0.094 -0.121
C -1.9641 1.6037 -1.2477 -0.202 0.043 0.938
O -3.0468 2.1585 -1.2315 0.193 0.074 -0.166
O -1.2242 1.4497 -0.1528 -0.349 0.436 -0.922
C -0.1848 0.3399 -2.7084 -0.409 0.280 0.504
O 0.6937 0.1526 -1.8661 0.271 -0.028 0.547
C 0.0073 -0.2221 -4.0306 0.070 -0.350 -1.088
C 1.1241 -1.0212 -4.2708 -0.070 0.180 0.090
C 1.2439 -1.6957 -5.4551 0.162 -0.088 0.235
F 2.3423 -2.4441 -5.6769 0.152 -0.049 -0.037
C 0.2492 -1.6655 -6.4180 -0.716 0.503 -0.126
C -0.8426 -0.8174 -6.2153 0.532 -0.321 -0.298
C -0.9421 -0.0609 -5.0539 0.079 0.211 0.230
N 0.2637 -2.4628 -7.5983 0.278 -0.001 -0.030
C 0.9705 -3.7409 -7.5899 -0.151 -0.041 0.001
C 0.3597 -4.5898 -8.7494 0.404 -0.067 0.260
N -0.8550 -3.8485 -9.1992 0.245 0.226 0.206
C -0.4528 -2.6031 -9.9126 0.198 0.413 -0.011
C 0.4222 -1.8052 -8.8933 -0.076 -0.174 0.092
H -4.7246 1.0729 -6.8846 -0.026 -0.007 0.004
H -4.7005 0.6714 -5.1616 -0.036 -0.021 -0.014
H -3.9837 -0.4394 -6.3316 -0.029 -0.013 0.032
H -2.9892 2.3999 -5.7527 0.096 0.005 -0.003
H -2.2205 1.2781 -6.8633 0.043 0.078 0.027
H -3.1285 1.8715 -3.4594 0.041 0.096 -0.027
H 1.8906 -1.0974 -3.5113 -0.048 0.067 -0.077
H -1.6126 -0.7950 -6.9751 -0.077 0.036 0.054
H 0.8125 -4.2196 -6.6251 -0.030 -0.054 -0.039
H 2.0468 -3.6318 -7.7370 -0.025 -0.024 -0.056
H 0.0801 -5.5870 -8.4199 -0.082 0.026 0.001
H 1.0493 -4.6765 -9.5861 -0.110 0.004 -0.085
H -1.2019 -3.4526 -8.2966 -0.364 -0.295 -0.204
H -1.5294 -4.4161 -9.7027 -0.061 0.003 0.034
H -1.3534 -2.0557 -10.1845 -0.040 -0.078 0.020
H 0.0981 -2.8572 -10.8144 -0.045 -0.102 0.003
H 0.0935 -0.7730 -8.8173 -0.056 -0.009 -0.073
H 1.4696 -1.8034 -9.2120 0.008 -0.004 -0.006
O 3.6837 -6.8091 -3.7063 0.171 -0.124 -0.094
C 2.6136 -7.0839 -2.9166 -0.073 -0.066 0.095
O 2.3819 -8.2259 -2.6260 0.007 0.018 -0.085
C 1.7781 -5.9289 -2.5051 -0.122 0.102 0.058
C 0.4978 -6.1936 -2.0175 0.079 -0.104 -0.060
C -0.3563 -5.1687 -1.6623 0.038 0.054 -0.030
C 0.0461 -3.8342 -1.7824 0.152 0.142 -0.120
S -1.0867 -2.5359 -1.4803 -0.557 0.717 0.495
C 1.3437 -3.5723 -2.2357 -0.035 -0.143 0.011
C 2.1965 -4.5991 -2.5869 0.013 -0.045 -0.075
H 3.7382 -5.8640 -3.8764 -0.042 0.100 0.059
H 0.1932 -7.2283 -1.9295 -0.020 0.001 0.022
H -1.3479 -5.3870 -1.2887 -0.001 0.023 0.024
H 1.6723 -2.5471 -2.2948 0.055 -0.133 0.244
H 3.2056 -4.3368 -2.8928 0.009 0.001 0.016
C -1.9773 4.1700 0.8475 -0.064 -0.353 -0.203
Si -1.5324 2.3793 1.2739 0.425 0.154 0.545
C 0.2472 2.4148 1.9907 -0.088 -0.350 0.179
C 1.1978 2.9778 0.9219 -0.221 0.027 -0.051
C 0.7790 1.0132 2.3623 -0.258 0.209 -0.308
C 0.2916 3.3163 3.2325 -0.171 0.014 -0.165
C -2.9230 1.5410 2.3082 0.065 0.007 -0.084
C -3.7610 2.6378 2.9825 0.174 0.069 -0.155
C -2.3575 0.6142 3.3912 0.049 0.093 -0.051
C -3.8433 0.7016 1.4095 0.126 0.040 -0.071
H -1.9112 4.8033 1.7346 0.059 -0.081 0.026
H -2.9877 4.2544 0.4536 -0.074 -0.038 -0.015
H -1.3023 4.5768 0.0910 0.047 -0.037 0.050
H 1.2178 2.3262 0.0455 0.071 0.022 -0.002
H 2.2107 3.0242 1.3311 0.020 0.000 -0.010
H 0.9162 3.9859 0.6044 0.021 0.001 0.004
H 0.6903 0.3241 1.4909 0.113 0.418 0.653
H 0.2533 0.5689 3.2057 0.054 -0.047 -0.058
H 1.8445 1.0668 2.6047 0.021 0.024 -0.007
H 0.0412 4.3489 2.9748 0.040 0.026 0.087
H 1.2957 3.3071 3.6657 0.002 0.006 0.012
H -0.4108 2.9779 3.9989 0.063 0.035 0.054
H -3.1447 3.2619 3.6355 -0.071 0.029 0.050
H -4.5513 2.1857 3.5881 0.019 -0.032 0.030
H -4.2344 3.2847 2.2412 -0.027 0.030 0.058
H -1.6572 1.1344 4.0479 -0.039 -0.069 0.032
H -1.8498 -0.2411 2.9466 0.109 -0.058 0.046
H -3.1726 0.2307 4.0134 -0.049 0.018 -0.034
H -4.3052 1.3077 0.6327 -0.060 -0.008 -0.037
H -4.6377 0.2519 2.0132 0.019 -0.002 0.058
H -3.2901 -0.1109 0.9292 -0.034 0.011 -0.002
```
Forces are in eV/Å.

Values from the calculation:
- Charge: 0
- M: 1005.2 g mol⁻¹
- Energy above the lowest of the compared OMol25 structures with the same formula, charge and spin: 2.245 eV
- Frontier orbital gap: 3.494 eV
- HOMO level: -5.31 eV
- E_tot: -121783.6275 eV
- Spin multiplicity: 1

=====

> Look up the energy above the lowest of the compared OMol25 structures with the same formula, charge and spin of the third one.

2.245 eV

=====

> Among the records above, which one has the highest charge?

C30H28BrEuN6O3S3

=====

> The lowest M belongs to which entry?

C30H28BrEuN6O3S3